1.
The following is a quantum chemistry calculation of a single C24H22N4O4 molecule, from the Open Molecules 2025 dataset.

## Properties
Energy relative to the best compared isomer or geometry (same formula, charge and spin) (kJ/mol): 0.0
E_tot (eV): -39397.758
Gap between HOMO and LUMO (eV): 8.291

XYZ file:
```
54
Properties=species:S:1:pos:R:3:forces:R:3:nbo_charge:R:1
C -4.044 -4.995 0.796 -0.389 -0.110 0.206 -0.26
O -3.108 -4.128 0.177 0.308 0.215 -0.156 -0.50
C -3.470 -2.837 0.102 -0.260 -0.105 0.159 0.79
O -4.535 -2.447 0.541 0.085 -0.124 -0.054 -0.63
C -2.464 -1.996 -0.562 0.178 0.182 -0.124 -0.26
C -1.333 -2.583 -1.137 -0.060 0.080 0.016 -0.13
C -0.393 -1.826 -1.799 0.108 -0.039 -0.070 -0.26
C -0.592 -0.458 -1.936 -0.080 -0.122 0.039 -0.14
C -1.700 0.143 -1.383 -0.162 -0.069 -0.040 -0.30
C -2.637 -0.597 -0.651 0.323 -0.243 -0.262 0.31
N -3.707 0.018 -0.054 -0.531 -0.169 0.220 -0.67
C -3.906 1.388 0.148 -0.055 -0.166 0.030 0.80
O -4.961 1.918 -0.132 -0.291 0.076 -0.098 -0.63
N -2.883 2.058 0.736 0.204 0.151 0.088 -0.45
C -2.876 3.503 0.762 -0.132 0.346 -0.287 -0.22
C -1.765 4.020 -0.157 -0.161 -0.045 0.095 -0.43
C -0.490 3.229 -0.018 0.005 -0.044 0.048 -0.06
C 0.676 3.684 -0.625 0.004 -0.138 0.069 -0.18
C 1.840 2.946 -0.580 0.036 -0.073 0.002 -0.25
C 1.863 1.717 0.079 -0.512 0.053 0.158 0.16
N 3.048 0.988 0.074 0.410 0.090 -0.171 -0.59
C 3.300 -0.251 0.565 -0.183 0.277 -0.067 0.65
O 2.510 -0.976 1.138 0.004 -0.112 0.057 -0.60
C 4.723 -0.658 0.321 0.461 -0.429 0.057 0.09
C 5.176 -1.895 0.764 -0.148 0.182 -0.041 -0.20
C 6.496 -2.239 0.526 0.004 0.139 -0.068 -0.17
C 7.309 -1.337 -0.145 -0.116 -0.026 0.046 -0.24
C 6.760 -0.128 -0.548 0.365 -0.060 -0.084 0.04
N 5.503 0.208 -0.324 -0.299 0.078 0.053 -0.44
C 0.708 1.262 0.703 0.091 0.002 0.098 -0.27
C -0.457 2.010 0.654 0.140 0.298 -0.053 0.08
C -1.699 1.497 1.338 0.130 -0.195 0.230 -0.26
H -4.241 -4.674 1.821 0.009 -0.068 -0.088 0.19
H -4.986 -4.996 0.243 0.078 -0.033 0.065 0.19
H -3.594 -5.985 0.785 -0.009 0.055 -0.008 0.20
H -1.211 -3.651 -1.051 0.023 -0.056 0.001 0.23
H 0.482 -2.294 -2.222 0.072 -0.058 -0.039 0.22
H 0.118 0.142 -2.485 0.067 0.077 -0.035 0.22
H -1.864 1.200 -1.520 0.010 0.096 -0.001 0.22
H -4.513 -0.580 0.114 0.124 0.234 -0.017 0.45
H -2.703 3.838 1.790 -0.041 -0.031 -0.026 0.19
H -3.853 3.856 0.431 0.133 -0.017 0.126 0.25
H -2.100 3.946 -1.197 -0.068 0.062 0.024 0.21
H -1.576 5.075 0.048 -0.017 0.024 -0.042 0.22
H 0.663 4.630 -1.148 0.017 0.110 -0.066 0.21
H 2.735 3.312 -1.062 0.108 0.043 -0.060 0.21
H 3.852 1.414 -0.380 -0.131 -0.128 0.107 0.43
H 4.491 -2.549 1.280 -0.059 -0.040 0.038 0.25
H 6.885 -3.191 0.856 0.017 -0.058 0.022 0.22
H 8.343 -1.564 -0.351 0.083 0.007 -0.028 0.22
H 7.352 0.609 -1.075 0.118 -0.022 -0.025 0.20
H 0.718 0.312 1.211 0.005 -0.102 0.013 0.25
H -1.676 1.812 2.393 -0.019 -0.120 -0.105 0.21
H -1.727 0.409 1.322 0.002 0.126 0.044 0.24
```
Forces are in eV/Å.



2.
The following is a quantum chemistry calculation of C13H11Cl2N5O3RuS3 as an isolated structure in a non-equilibrium geometry, from the Open Molecules 2025 dataset.

## Properties
Energy relative to the best compared isomer or geometry (same formula, charge and spin) (kJ/mol): 1545.0
E_tot (eV): -87371.170
Gap between HOMO and LUMO (spin up / spin down) (eV): 6.922 / 6.923

XYZ file:
```
38
Properties=species:S:1:pos:R:3:forces:R:3:nbo_charge:R:1
Ru 0.177 0.088 -0.415 -0.458 -0.488 0.329 0.50
O 1.418 -1.085 -1.668 0.817 1.180 0.284 -0.81
N 2.986 -0.615 0.250 1.594 -1.013 0.168 -0.86
C 4.289 -0.774 -2.210 0.783 -0.336 0.629 -0.18
C 4.840 -1.749 -1.454 -0.064 -0.079 -0.209 -0.42
C 4.596 -2.682 -0.333 -0.008 -0.166 0.048 -0.13
C 3.631 -2.819 0.602 0.181 0.341 0.478 -0.25
C 2.627 -1.768 0.720 -0.722 0.511 -1.448 0.15
S 0.947 -1.975 1.033 -0.246 0.742 0.195 -0.14
H 2.440 0.507 -2.524 0.049 -0.311 -0.221 0.07
H 5.749 -2.051 -1.980 -0.053 -0.001 -0.131 0.24
H 5.319 -3.493 -0.338 -0.005 0.002 -0.066 0.21
H 3.624 -3.691 1.245 -0.009 -0.022 -0.025 0.22
N -0.115 3.022 1.744 -0.021 -0.002 -0.066 -0.79
C -1.228 2.374 1.375 0.097 0.019 0.081 0.30
N -1.241 1.215 0.767 0.066 -0.307 0.084 -0.50
C -2.550 0.780 0.563 -0.014 -0.031 0.064 0.11
C -3.515 1.613 0.992 0.018 0.002 -0.003 -0.43
S -2.804 3.012 1.713 -0.024 -0.020 0.013 0.40
C -2.690 -0.528 -0.066 0.029 -0.028 0.151 0.20
C -3.787 -1.290 -0.241 0.004 0.008 -0.008 -0.46
S -3.340 -2.804 -0.941 -0.004 0.005 -0.070 0.41
C -1.684 -2.304 -0.986 -0.041 0.162 -0.060 0.29
N -1.503 -1.098 -0.493 -0.077 -0.118 -0.121 -0.48
N -0.700 -3.049 -1.517 -0.047 -0.195 0.028 -0.78
H 0.788 2.630 1.505 0.011 -0.002 0.002 0.43
H -0.161 3.966 2.078 0.011 -0.003 0.006 0.41
H -4.582 1.494 0.927 -0.001 0.006 0.005 0.25
H -4.810 -1.070 0.011 0.002 -0.007 0.015 0.25
H -0.922 -3.996 -1.773 0.016 -0.004 0.027 0.40
H 0.226 -2.904 -1.115 0.011 0.175 -0.132 0.45
Cl 2.730 -0.091 -1.351 -1.326 0.637 0.142 1.35
C 2.289 1.458 -0.675 -2.017 -0.403 0.764 -0.63
Cl 2.804 1.938 0.914 0.479 0.179 -0.025 0.03
C -0.181 1.043 -2.573 -0.484 0.195 -0.341 1.00
O -1.065 1.392 -1.851 0.825 -0.240 0.009 -0.52
O 0.482 0.905 -3.516 0.034 0.011 0.040 -0.48
H 2.214 2.323 -1.324 0.593 -0.400 -0.635 0.23
```
Forces are in eV/Å.



3.
The following is a quantum chemistry calculation of C13H33MnN3O6 as an isolated structure in a non-equilibrium geometry, from the Open Molecules 2025 dataset.

## Properties
⟨S²⟩: 12.0109
Multiplicity: 7
E_tot (eV): -62080.673
Total charge: +1
Gap between HOMO and LUMO (spin up / spin down) (eV): 8.157 / 6.909

XYZ file:
```
56
Properties=species:S:1:pos:R:3:forces:R:3:nbo_charge:R:1
Mn 23.497 29.625 22.044 -0.017 0.735 0.428 1.43
C 23.417 27.335 21.676 -1.537 5.771 2.957 0.95
O 23.150 28.006 20.685 -2.885 -0.878 -9.550 -0.53
O 22.732 27.655 22.630 -5.746 -3.925 5.403 -0.66
O 24.555 27.751 21.890 9.723 -2.791 1.197 -0.53
C 26.909 26.494 19.299 1.358 -0.371 -0.250 -0.62
C 27.380 27.479 20.340 1.860 0.275 0.064 -0.07
C 28.847 27.939 20.143 -0.342 0.446 0.079 -0.06
O 29.150 28.918 21.172 0.260 -0.642 -0.099 -0.58
C 30.408 29.636 21.039 -1.698 -0.288 -0.129 -0.24
N 26.536 28.631 20.230 -0.454 0.522 -0.059 -0.86
H 27.536 25.604 19.239 0.031 -0.172 0.313 0.21
H 27.129 27.024 18.373 -0.760 -0.162 -0.365 0.22
H 25.879 26.154 19.407 -0.018 0.402 -0.088 0.21
H 27.412 27.123 21.370 -0.390 -0.606 0.233 0.17
H 28.969 28.424 19.174 -0.047 0.017 -0.274 0.17
H 29.473 27.047 20.166 0.438 0.097 0.301 0.18
H 30.304 30.285 20.170 0.532 -0.202 -0.377 0.17
H 31.251 28.945 21.009 0.062 0.196 -0.119 0.19
H 30.456 30.319 21.887 0.155 -0.347 0.187 0.19
H 26.950 29.316 20.845 -0.145 0.404 0.210 0.35
H 25.701 28.259 20.660 -0.292 0.849 -0.200 0.36
C 22.971 32.859 24.978 -0.608 0.630 0.246 -0.63
C 23.478 31.965 23.891 2.779 0.251 0.141 -0.07
C 24.715 31.158 24.352 -0.516 1.420 -0.344 -0.07
O 25.173 30.328 23.257 -0.382 1.635 2.207 -0.59
C 26.377 29.740 23.679 0.835 -1.993 -0.032 -0.26
N 22.573 30.968 23.467 -2.005 -0.425 0.487 -0.87
H 22.657 32.266 25.837 0.351 0.002 0.281 0.22
H 22.064 33.393 24.694 -0.100 -0.036 -0.362 0.23
H 23.668 33.651 25.253 0.189 -0.290 0.184 0.24
H 23.714 32.493 22.967 0.380 0.536 0.180 0.19
H 24.392 30.633 25.251 0.008 -0.959 -0.172 0.19
H 25.538 31.766 24.728 0.086 0.338 -0.441 0.21
H 26.445 28.906 22.979 0.954 -0.038 0.345 0.22
H 26.344 29.370 24.703 -0.746 -0.456 0.057 0.19
H 27.276 30.350 23.769 -0.207 0.684 -1.061 0.20
H 21.761 31.490 23.169 -0.510 -0.363 -0.661 0.39
H 22.230 30.500 24.294 -0.122 -0.554 0.379 0.38
C 23.689 32.418 18.696 -1.053 0.364 -0.122 -0.63
C 23.235 31.862 20.050 -2.052 0.924 -0.681 -0.06
C 21.895 30.993 19.870 2.217 -0.551 -0.073 -0.07
O 21.646 30.248 21.062 -0.761 0.307 -0.022 -0.60
C 20.446 29.464 20.988 -0.692 0.420 -0.262 -0.26
N 24.263 30.999 20.551 0.263 -0.808 -0.347 -0.89
H 24.529 33.113 18.716 0.090 -0.154 0.435 0.23
H 22.864 32.974 18.250 -0.014 0.001 -0.216 0.23
H 23.945 31.597 18.026 -0.017 -0.057 -0.075 0.22
H 23.069 32.669 20.764 -0.192 0.111 0.016 0.19
H 22.198 30.208 19.178 -0.198 0.140 -0.813 0.18
H 21.001 31.493 19.499 0.185 0.350 0.214 0.21
H 20.413 28.650 20.264 0.897 -0.122 -0.068 0.21
H 19.666 30.137 20.631 -0.322 0.086 0.439 0.19
H 20.220 29.052 21.972 0.134 0.220 -0.066 0.22
H 25.118 31.524 20.665 0.248 0.107 0.344 0.40
H 24.435 30.473 19.706 0.792 -1.051 0.003 0.40
```
Forces are in eV/Å.



4.
The following is a quantum chemistry calculation of an isolated ion of composition C7H8N and charge +1 in a non-equilibrium geometry, from the Open Molecules 2025 dataset.

## Properties
Energy relative to the best compared isomer or geometry (same formula, charge and spin) (kJ/mol): 453.1
E_tot (eV): -8863.775
Total charge: +1
Gap between HOMO and LUMO (eV): 8.586

XYZ file:
```
16
Properties=species:S:1:pos:R:3:forces:R:3:nbo_charge:R:1
C 0.128 -1.378 -1.599 0.375 0.675 1.914 -0.31
C 0.446 -2.130 -2.573 0.349 -0.961 -1.270 0.36
C 0.007 3.040 0.284 -0.540 2.595 0.480 -0.15
C -0.177 1.766 0.444 -0.715 -3.015 3.255 -0.33
C 0.023 0.951 -0.665 1.976 -2.415 -0.745 0.25
C -0.560 -1.660 -0.204 1.154 2.384 -2.242 0.10
C 0.225 -2.098 0.973 -1.894 1.197 3.110 -0.66
N 0.047 -0.360 -0.690 -1.959 0.511 -0.610 -0.26
H -0.093 3.687 1.127 0.143 0.402 0.526 0.23
H 0.094 3.568 -0.644 0.356 -0.200 -0.595 0.22
H -0.317 1.254 1.489 -0.010 1.239 -2.131 0.26
H 0.631 1.364 -1.446 -0.405 0.431 -0.972 0.24
H -1.603 -1.609 -0.506 -0.248 -0.649 1.273 0.27
H 0.706 -1.138 1.373 -0.500 -1.643 -0.296 0.24
H 0.982 -2.829 0.857 0.473 -0.847 -0.474 0.27
H -0.540 -2.428 1.780 1.448 0.297 -1.223 0.27
```
Forces are in eV/Å.



M values (in g/mol) by entry order: 430.46 553.44 382.36 106.15.